[1]
# CN2O3

2 unconnected molecules or ions with the total composition CN2O3 at a distorted geometry (ωB97M-V/def2-TZVPD, the Open Molecules 2025 dataset).

Last column: Löwdin charge in e.
Cartesian coordinates (Å):
N: -1.12 1.35 -0.10  0.23
N: -0.93 2.10 -0.89  -0.33
O: -0.71 2.76 -1.80  0.11
O: 1.54 -2.36 1.92  0.15
C: 0.89 -2.11 0.92  -0.33
O: 0.33 -1.74 -0.06  0.16

Properties
SMILES = N#[N+][O-].O=C=O
LUMO energy = 0.428 eV
charge = 0
highest occupied orbital energy = -12.072 eV
electronic energy = -10158.23448 eV
energy above the lowest of the compared OMol25 structures with the same formula, charge and spin = 37.7 kJ/mol

---

[2]
# CN2O3

A single CN2O3 molecule at a distorted geometry (ωB97M-V/def2-TZVPD, the Open Molecules 2025 dataset).

Last column: Löwdin charge in e.
Cartesian coordinates (Å):
N: -1.88 -0.72 0.12  0.22
C: -1.08 0.01 0.44  -0.42
O: -0.24 0.84 0.84  0.11
O: 0.95 0.63 0.13  0.03
N: 0.96 -0.48 -0.62  -0.06
O: 1.93 -0.57 -1.26  0.12

Properties
SMILES = N#COON=O
LUMO energy = -0.677 eV
charge = 0
highest occupied orbital energy = -11.449 eV
electronic energy = -10152.24438 eV
energy above the lowest of the compared OMol25 structures with the same formula, charge and spin = 615.6 kJ/mol

---

Summary of HOMO-LUMO gap in eV
12.50, 10.77
(order as listed above)